# 1
The following is a quantum chemistry calculation of a 2-piece molecular cluster, C4H8N2O overall in a non-equilibrium geometry, from the Open Molecules 2025 dataset.

Kohn-Sham gap = 9.3 eV
HOMO = -8.44 eV
total charge = 0
LUMO energy = 0.891 eV

Each line ends with the Löwdin charge.
Geometry (Å):
C (1.424, -0.461, -0.313)  -0.081
C (2.680, -0.452, 0.089)  -0.270
N (3.817, -0.798, 0.429)  0.095
H (1.364, -0.384, -1.376)  0.062
H (0.694, -1.019, 0.337)  0.081
H (4.534, -0.216, 1.037)  0.115
C (-0.379, 1.861, -0.265)  -0.032
N (-0.810, 0.665, -0.288)  -0.102
O (-2.107, 0.524, 0.204)  -0.204
C (-2.599, -0.867, 0.145)  -0.042
H (0.642, 2.030, -0.514)  0.046
H (-1.127, 2.704, 0.047)  0.116
H (-1.703, -1.535, 0.059)  0.089
H (-3.262, -0.914, -0.641)  0.042
H (-3.168, -1.139, 1.050)  0.085

---

# 2
The following is a quantum chemistry calculation of C38H34CsN4O5P as an isolated structure in a non-equilibrium geometry, from the Open Molecules 2025 dataset.

Kohn-Sham gap = 5.7 eV
HOMO = -1.96 eV
total charge = -2
LUMO energy = 3.790 eV

Each line ends with the Löwdin charge.
Geometry (Å):
Cs (0.598, 0.289, 1.590)  0.924
O (0.075, 2.623, 4.514)  -0.114
C (-0.400, 2.472, 5.849)  -0.239
C (-1.875, 2.054, 5.803)  -0.160
N (-2.083, 0.897, 4.948)  -0.170
C (-1.621, -0.347, 5.479)  -0.122
C (-0.093, -0.232, 5.720)  -0.709
O (0.283, -0.353, 6.898)  -0.048
O (0.572, 0.027, 4.684)  -0.167
C (-3.392, 0.708, 4.385)  -0.128
C (-3.307, -0.047, 3.000)  -0.675
O (-2.503, 0.399, 2.117)  -0.179
O (-4.111, -0.986, 2.868)  -0.061
H (0.154, 1.677, 4.272)  0.001
H (-0.275, 3.408, 6.416)  0.114
H (0.189, 1.787, 6.391)  0.070
H (-2.470, 2.848, 5.415)  0.090
H (-2.196, 1.898, 6.866)  0.126
H (-1.804, -1.154, 4.728)  0.139
H (-2.039, -0.659, 6.454)  0.117
H (-3.858, 1.697, 4.268)  0.114
H (-4.025, 0.175, 5.057)  0.092
N (-1.730, 4.951, -1.720)  0.074
C (-1.205, 3.936, -2.533)  -0.359
C (-2.041, 3.312, -3.453)  -0.035
C (-1.497, 2.338, -4.260)  -0.074
C (-0.150, 1.993, -4.103)  -0.084
C (0.578, 2.654, -3.146)  -0.133
N (0.082, 3.647, -2.387)  0.134
C (-1.626, 4.808, -0.342)  -0.345
C (-1.828, 5.938, 0.484)  -0.038
C (-1.792, 5.742, 1.842)  -0.092
C (-1.648, 4.454, 2.360)  -0.053
C (-1.524, 3.404, 1.471)  -0.113
N (-1.437, 3.586, 0.133)  0.145
H (-2.660, 5.234, -2.088)  0.143
H (-3.106, 3.622, -3.536)  0.115
H (-2.149, 1.878, -5.017)  0.109
H (0.270, 1.225, -4.683)  0.074
H (1.642, 2.424, -2.948)  0.116
H (-2.017, 6.915, 0.005)  0.105
H (-1.822, 6.608, 2.491)  0.097
H (-1.538, 4.314, 3.425)  0.091
H (-1.587, 2.366, 1.829)  0.053
C (0.803, -1.734, -6.790)  -0.122
C (-0.191, -2.135, -5.892)  -0.116
C (0.036, -2.091, -4.538)  -0.083
C (1.264, -1.596, -4.034)  -0.383
C (2.271, -1.212, -4.956)  -0.154
C (2.059, -1.300, -6.328)  -0.115
P (1.756, -1.432, -2.262)  1.080
C (0.131, -1.886, -1.461)  -0.424
C (-0.895, -0.928, -1.434)  -0.174
C (-2.084, -1.165, -0.765)  -0.104
C (-2.301, -2.390, -0.122)  -0.070
C (-1.285, -3.355, -0.167)  -0.074
C (-0.102, -3.113, -0.863)  -0.102
C (2.887, -2.899, -2.120)  -0.322
C (3.456, -3.635, -3.146)  -0.106
C (4.521, -4.507, -2.873)  -0.124
C (4.976, -4.737, -1.600)  -0.063
C (4.367, -4.068, -0.510)  -0.204
C (4.600, -4.397, 0.855)  -0.086
C (3.988, -3.666, 1.837)  -0.136
C (3.183, -2.568, 1.542)  -0.200
C (2.840, -2.214, 0.245)  -0.114
C (3.373, -3.102, -0.793)  -0.258
H (0.606, -1.650, -7.854)  0.084
H (-1.159, -2.362, -6.338)  0.095
H (-0.770, -2.356, -3.846)  0.104
H (3.234, -0.779, -4.572)  0.115
H (2.825, -0.969, -7.063)  0.100
H (-0.710, 0.048, -1.919)  0.097
H (-2.845, -0.364, -0.728)  0.115
H (-3.236, -2.582, 0.374)  0.096
H (-1.423, -4.288, 0.384)  0.101
H (0.673, -3.857, -0.879)  0.097
H (3.107, -3.556, -4.189)  0.093
H (4.959, -5.068, -3.671)  0.077
H (5.773, -5.459, -1.395)  0.099
H (5.299, -5.188, 1.037)  0.081
H (4.209, -3.950, 2.891)  0.101
H (2.769, -2.018, 2.397)  0.055

---

# 3
The following is a quantum chemistry calculation of one molecule with the formula CH3Br2P in a non-equilibrium geometry, from the Open Molecules 2025 dataset.

Kohn-Sham gap = 10.1 eV
HOMO = -9.74 eV
total charge = 0
LUMO energy = 0.399 eV

Each line ends with the Löwdin charge.
Geometry (Å):
Br (-2.365, 0.285, 0.071)  0.471
C (-0.487, -0.356, 0.386)  -0.927
P (0.630, 1.114, -0.091)  0.314
Br (2.499, 0.065, 0.088)  0.205
H (-0.145, -0.846, 1.388)  0.056
H (-0.606, -1.169, -0.356)  -0.014
H (0.475, 0.907, -1.486)  -0.106

---

# 4
The following is a quantum chemistry calculation of C17H37N2OPRbS4Sb3 as an isolated structure, from the Open Molecules 2025 dataset.

Kohn-Sham gap = 4.9 eV
HOMO = -1.35 eV
total charge = -2
LUMO energy = 3.595 eV

Each line ends with the Löwdin charge.
Geometry (Å):
Rb (2.615, -0.176, 0.624)  0.388
C (-2.464, 2.898, 1.662)  -0.362
Sb (-2.050, 1.671, -0.024)  1.232
C (-4.197, 1.276, -0.366)  -0.357
C (-2.122, 3.323, -1.458)  -0.334
C (-2.379, 2.891, -2.862)  -0.276
C (-3.634, 3.100, -3.439)  -0.068
C (-3.919, 2.739, -4.748)  -0.118
C (-2.927, 2.163, -5.529)  -0.122
C (-1.678, 1.936, -4.971)  -0.086
C (-1.385, 2.265, -3.646)  -0.290
C (-0.054, 1.913, -3.077)  -0.339
Sb (0.144, -0.168, -2.414)  1.271
C (-1.839, -0.904, -2.779)  -0.340
C (0.776, -0.863, -4.385)  -0.365
H (-3.371, 3.474, 1.464)  -0.006
H (-1.626, 3.564, 1.863)  -0.057
H (-2.595, 2.264, 2.538)  -0.011
H (-4.785, 2.190, -0.242)  -0.017
H (-4.553, 0.531, 0.350)  -0.021
H (-4.357, 0.890, -1.376)  -0.026
H (-1.155, 3.810, -1.328)  0.027
H (-2.904, 4.003, -1.114)  0.056
H (-4.403, 3.567, -2.833)  0.103
H (-4.906, 2.920, -5.157)  0.086
H (-3.122, 1.889, -6.559)  0.086
H (-0.898, 1.478, -5.571)  0.096
H (0.217, 2.511, -2.209)  -0.038
H (0.733, 2.008, -3.829)  0.056
H (-2.273, -0.399, -3.643)  -0.001
H (-2.472, -0.752, -1.909)  -0.046
H (-1.757, -1.975, -2.976)  -0.001
H (0.032, -0.613, -5.144)  -0.019
H (0.908, -1.946, -4.365)  -0.017
H (1.730, -0.403, -4.651)  -0.014
N (-0.972, -2.028, 0.506)  -0.018
C (-0.778, -3.138, 1.435)  -0.297
C (0.701, -3.285, 1.742)  -0.320
N (1.466, -3.582, 0.526)  -0.006
H (-0.737, -1.151, 0.984)  -0.063
H (-1.946, -1.944, 0.241)  0.052
H (-1.138, -4.060, 0.964)  0.101
H (-1.315, -3.010, 2.385)  0.102
H (0.839, -4.100, 2.461)  0.102
H (1.029, -2.359, 2.232)  0.039
H (2.440, -3.358, 0.707)  0.014
H (1.124, -2.983, -0.219)  0.025
S (0.431, 4.097, 3.922)  -0.341
Sb (1.216, 2.368, 2.637)  -0.289
S (1.095, 2.796, 0.311)  -0.302
S (0.013, 0.354, 2.895)  -0.238
S (3.461, 1.815, 3.066)  -0.308
C (2.736, -1.592, 4.481)  -0.202
P (4.142, -2.124, 3.523)  0.507
C (4.660, -3.713, 4.232)  -0.188
C (5.481, -0.997, 3.924)  -0.199
O (3.891, -2.258, 2.049)  -0.494
H (3.014, -1.450, 5.527)  0.060
H (1.933, -2.326, 4.401)  0.047
H (2.371, -0.639, 4.079)  -0.039
H (4.829, -3.625, 5.306)  0.044
H (5.580, -4.040, 3.745)  0.043
H (3.882, -4.454, 4.046)  0.045
H (5.689, -1.013, 4.995)  0.052
H (5.162, 0.008, 3.635)  -0.050
H (6.372, -1.290, 3.367)  0.050

---

# 5
The following is a quantum chemistry calculation of a 2-piece molecular cluster, CH2FO2S overall in a non-equilibrium geometry, from the Open Molecules 2025 dataset.

Kohn-Sham gap (spin up / spin down) = 8.9 / 3.8 eV
HOMO (spin up / spin down) = -4.85 / -1.30 eV
total charge = -1
LUMO energy (spin up / spin down) = 4.073 / 2.515 eV

Each line ends with the Löwdin charge.
Geometry (Å):
C (-0.392, -1.382, -1.100)  0.047
O (3.470, -0.218, 1.131)  -0.665
O (4.210, 0.207, -1.207)  -0.688
F (-0.654, -1.073, 0.332)  -0.231
S (3.111, 0.249, -0.205)  0.510
H (0.656, -1.044, -1.223)  -0.013
H (-1.314, -0.870, -1.518)  0.040

---

Table of ΔE to the lowest compared entry with this formula, charge and spin (kcal/mol), in record order: 140.9 0.0 36.0 0.2 46.0
Table of electronic energy (Ha), in record order: -341.77907 -2425.21486 -5529.27220 -3533.82620 -687.76358